This record from the Open Molecules 2025 dataset describes the molecule C5H9FO2. The level of theory is ωB97M-V/def2-TZVPD.

Summary:
- energy (eV) = -12142.6112
- HOMO (Ha) = -0.368
- Kohn-Sham gap (eV) = 10.87
- multiplicity = 1
- energy above the lowest of the compared OMol25 structures with the same formula, charge and spin (kcal per mole) = 18.8
- total charge = 0

Last column: natural (NBO) charge in e.
Geometry (Å):
C  2.279443  -1.851719  -0.337055  -0.722
C  1.078327  -1.403280  0.567229  0.817
O  0.701574  -2.098480  1.443645  -0.598
O  0.589844  -0.239450  0.094375  -0.602
C  -1.062026  0.213375  0.261528  0.696
C  -1.212493  1.599348  -0.360368  -0.683
C  -1.554135  -0.014391  1.689447  -0.677
F  -1.630371  -0.693570  -0.535155  -0.336
H  2.148706  -2.901699  -0.394374  0.230
H  2.393289  -1.379583  -1.312253  0.225
H  3.279363  -1.660093  0.162267  0.228
H  -2.183283  2.083761  -0.176684  0.236
H  -0.454721  2.224463  -0.021149  0.238
H  -1.320920  1.481367  -1.496277  0.243
H  -1.521900  -1.036420  2.057100  0.260
H  -2.622655  0.193743  1.639862  0.219
H  -1.131524  0.552129  2.408977  0.225

Forces on the atoms, in the same order (eV/Å):
1.0 1.3 1.4
1.5 0.9 -2.9
-1.0 -0.5 1.5
-2.8 1.2 0.4
2.1 -1.1 0.9
-1.6 -1.6 -2.0
-1.7 -1.8 -2.4
-0.4 -0.4 -0.4
0.1 -1.0 -0.3
-0.6 0.0 0.1
-1.3 -0.2 -0.2
0.2 -0.5 0.8
1.4 1.2 0.2
1.1 0.1 1.5
0.5 -0.2 -0.6
-0.1 0.4 0.0
1.6 2.2 2.0